Arrangement one

DFT (wB97M-V/def2-TZVPD) results for 5 unconnected molecules or ions with the total composition CH11O4S.

Computed properties:
Orbital gap = 0.271 Ha

Structure (ORCA input):
```
! RIJCOSX wB97M-V def2-TZVPD def2/J DEFGRID3
* xyz -1 1
C 0.7568 -2.3798 -0.1028
S 0.9931 -0.6433 0.3959
H 1.7254 -2.8798 -0.1374
H 0.3293 -2.4324 -1.1076
H 0.0951 -2.9547 0.5428
H -1.5213 -0.2267 -0.4755
H -2.7709 -1.0190 -0.8302
O -2.1461 -0.3805 -1.2038
H -0.7347 0.0724 1.9589
H -0.1949 0.3080 3.3181
O -1.0149 0.4303 2.8269
H -0.6349 3.3206 1.0599
H -0.3190 2.8801 -0.3644
O -0.4198 3.6671 0.1875
H 2.3994 1.3967 -2.1096
H 1.5297 0.2335 -1.5649
O 1.9276 0.6075 -2.3937
*
```

Arrangement two

DFT (wB97M-V/def2-TZVPD) results for 5 unconnected molecules or ions with the total composition CH11O4S.

Computed properties:
Orbital gap = 0.243 Ha

Structure (ORCA input):
```
! RIJCOSX wB97M-V def2-TZVPD def2/J DEFGRID3
* xyz -1 1
C 2.1013 -0.2033 -0.6518
S 1.0203 0.4941 -1.9240
H 1.5714 -0.9184 -0.1358
H 2.8222 -0.7389 -1.2651
H 2.4786 0.6449 -0.0744
H 3.5614 1.3412 -2.1274
H 4.9900 1.8573 -1.9044
O 4.4030 1.5336 -2.6095
H -0.7025 0.0291 -1.0385
H -1.4297 -1.3837 -1.1538
O -1.4304 -0.5275 -0.5623
H -4.0853 -0.5392 2.3380
H -4.0566 0.7970 3.0028
O -4.7129 0.1257 2.6342
H -1.8622 -0.5175 1.1964
H -2.4168 -1.4351 2.2854
O -2.2517 -0.5594 1.9901
*
```

Name the most stable of them. arrangement one.

Arrangement one

DFT (wB97M-V/def2-TZVPD) results for a single C17H28N2O2 molecule.

Computed properties:
Structure (SMILES) = CCCCCCCCCCCC(=O)N/N=C/c1ccco1
Orbital gap = 0.319 Ha

Structure (ORCA input):
```
! RIJCOSX wB97M-V def2-TZVPD def2/J DEFGRID3
* xyz 0 1
C -8.9227 -2.1586 -0.3312
C -8.7017 -0.9278 0.5404
C -7.3731 -0.2246 0.2604
C -6.1575 -1.0634 0.6527
C -4.8442 -0.2802 0.6144
C -4.4186 0.1077 -0.8003
C -3.1212 0.9170 -0.8364
C -1.8921 0.1059 -0.4277
C -0.5738 0.8347 -0.6954
C -0.3736 2.0482 0.2102
C 0.9473 2.7785 -0.0655
C 2.1272 1.9062 0.3243
O 2.4944 1.7726 1.4703
N 2.7071 1.2790 -0.7459
N 3.7511 0.4195 -0.8146
C 4.4231 0.0582 0.2108
C 5.5174 -0.8529 0.0412
C 6.0409 -1.4673 -1.0746
C 7.1187 -2.2527 -0.6223
C 7.1786 -2.0644 0.7282
O 6.2205 -1.2254 1.1364
H 7.8366 -2.4608 1.4765
H 7.7624 -2.8716 -1.2132
H 5.6836 -1.3552 -2.0765
H 4.2339 0.3907 1.2276
H 2.3122 1.4390 -1.6638
H 0.9884 3.6750 0.5552
H 1.0032 3.0725 -1.1148
H -1.1921 2.7543 0.0636
H -0.3844 1.7285 1.2538
H 0.2475 0.1318 -0.5361
H -0.5466 1.1515 -1.7420
H -1.9466 -0.1441 0.6327
H -1.8902 -0.8306 -0.9908
H -3.2305 1.7827 -0.1809
H -2.9715 1.2868 -1.8543
H -4.2981 -0.7968 -1.4015
H -5.2073 0.7076 -1.2579
H -4.0643 -0.8965 1.0655
H -4.9453 0.6235 1.2205
H -6.3079 -1.4380 1.6686
H -6.0734 -1.9260 -0.0104
H -7.3490 0.7113 0.8247
H -7.3252 0.0258 -0.8009
H -9.5146 -0.2194 0.3622
H -8.7424 -1.2174 1.5931
H -8.1876 -2.9283 -0.1123
H -9.9119 -2.5748 -0.1534
H -8.8456 -1.8972 -1.3846
*
```

Arrangement two

DFT (wB97M-V/def2-TZVPD) results for a single C17H28N2O2 molecule.

Computed properties:
Structure (SMILES) = CCCCOc1ccc(CN2CCN(CCO)CC2)cc1
Orbital gap = 0.322 Ha

Structure (ORCA input):
```
! RIJCOSX wB97M-V def2-TZVPD def2/J DEFGRID3
* xyz 0 1
C 5.4578 1.5066 1.9067
C 4.6244 2.7488 1.6104
C 3.3988 2.4591 0.7450
C 3.7667 2.0794 -0.6917
O 2.6328 1.9533 -1.5249
C 1.8811 0.8192 -1.4819
C 0.7818 0.7976 -2.3432
C -0.0423 -0.3051 -2.4037
C 0.1911 -1.4203 -1.6041
C 1.2931 -1.3971 -0.7623
C 2.1317 -0.2970 -0.6915
H 2.9769 -0.3320 -0.0219
H 1.5095 -2.2571 -0.1434
C -0.7344 -2.6149 -1.6430
N -1.8778 -2.6122 -0.7475
C -1.6124 -2.6845 0.6711
C -1.4291 -1.3202 1.3493
N -2.6056 -0.5028 1.1019
C -2.7568 -0.3056 -0.3317
C -2.9372 -1.6666 -1.0161
H -3.0330 -1.5297 -2.0942
H -3.8662 -2.1133 -0.6405
H -3.6444 0.3022 -0.5173
H -1.8820 0.2215 -0.7492
C -2.5977 0.7493 1.8422
H -2.1491 0.5592 2.8205
C -4.0413 1.2155 2.0596
O -4.8137 0.1843 2.6149
H -4.5234 -0.6289 2.1748
H -4.0683 2.0544 2.7590
H -4.4815 1.5485 1.1074
H -2.0136 1.5365 1.3384
H -1.3279 -1.4712 2.4273
H -0.5145 -0.8287 0.9771
H -0.7309 -3.3044 0.8412
H -2.4766 -3.1766 1.1337
H -0.1612 -3.5180 -1.4087
H -1.1344 -2.7245 -2.6560
H -0.8797 -0.3034 -3.0874
H 0.6027 1.6622 -2.9630
H 4.3670 1.1633 -0.7218
H 4.3498 2.8876 -1.1438
H 2.8096 1.6595 1.1991
H 2.7668 3.3490 0.7013
H 5.2479 3.4957 1.1143
H 4.2839 3.1770 2.5555
H 4.8438 0.7372 2.3703
H 6.2675 1.7523 2.5895
H 5.8962 1.1005 0.9987
*
```

Name the most stable of them. arrangement two.

Arrangement one

DFT (wB97M-V/def2-TZVPD) results for a molecular structure, C2HClO4.

Computed properties:
Orbital gap = 0.392 Ha

Structure (ORCA input):
```
! RIJCOSX wB97M-V def2-TZVPD def2/J DEFGRID3
* xyz 0 1
C -1.3203 0.3184 -0.4246
C 0.4178 -0.4043 -0.0559
O -1.9970 0.7057 -1.2599
O -1.3072 0.5088 0.8834
O -0.0729 -0.1237 1.2249
O 1.3301 0.5060 -0.3441
Cl 0.8072 -2.1388 -0.3167
H 2.1423 0.6280 0.2928
*
```

Arrangement two

DFT (wB97M-V/def2-TZVPD) results for a single C2HClO4 molecule.

Computed properties:
Orbital gap (alpha / beta) = 0.297 / 0.297 Ha

Structure (ORCA input):
```
! RIJCOSX wB97M-V def2-TZVPD def2/J DEFGRID3
* xyz 0 1
C -0.4653 -0.0473 -0.4832
C 0.6198 -0.0247 0.5351
O -1.4516 0.5917 -0.2888
O 0.2420 1.9359 1.4917
O 0.8391 0.7937 1.4928
O -0.2046 -0.7674 -1.5657
Cl 1.5066 -1.4339 0.6959
H -1.0861 -1.0480 -1.8777
*
```

Name the most stable of them. arrangement one.

Arrangement one

DFT (wB97M-V/def2-TZVPD) results for 2 unconnected molecules or ions with the total composition C3H10NO2.

Computed properties:
Orbital gap = 0.261 Ha

Structure (ORCA input):
```
! RIJCOSX wB97M-V def2-TZVPD def2/J DEFGRID3
* xyz -1 1
C -0.5959 -0.6298 0.0159
N -0.8426 0.7868 0.1899
C 0.2961 1.6422 -0.3202
O 1.3186 1.2012 -1.1018
C -1.6700 -1.5324 0.5620
H 0.3955 -0.8299 0.4333
H -0.3734 -0.8637 -1.0371
H -1.6268 1.1435 -0.3458
H -0.1829 2.5466 -0.7531
H 0.8116 2.0150 0.6000
H -1.9790 -1.3065 1.5856
H -2.6165 -1.3277 0.0343
H -1.4845 -2.5932 0.3936
H 3.5827 -0.1214 -0.2969
H 2.1279 0.2207 -0.2270
O 2.8392 -0.3513 0.2674
*
```

Arrangement two

DFT (wB97M-V/def2-TZVPD) results for a molecular structure, C3H10NO2.

Computed properties:
Orbital gap = 0.256 Ha

Structure (ORCA input):
```
! RIJCOSX wB97M-V def2-TZVPD def2/J DEFGRID3
* xyz -1 1
C -0.1434 1.1306 -0.6799
O 1.4114 1.9119 -0.8676
C 0.2800 -0.3308 -0.6042
C 1.1801 -0.6157 0.6083
N -0.8099 -1.3255 -0.6229
H -0.5505 1.3708 -1.6555
H -0.9318 1.3057 0.0685
H 0.8676 -0.5068 -1.5090
H 0.6139 -0.2898 1.4838
H 1.4285 -1.6634 0.7629
H 2.0869 -0.0324 0.4572
H -1.5067 -1.0098 -1.2945
H -1.2735 -1.2171 0.3495
H 0.6504 2.1050 -0.3075
H -1.5705 0.0590 1.9063
O -1.7324 -0.8916 1.9046
*
```

Name the most stable of them. arrangement one.